# C15H10Cl4N2O5Re

A molecular structure, C15H10Cl4N2O5Re in a non-equilibrium geometry (wB97M-V/def2-TZVPD, OMol25).

XYZ file:
```
37
Properties=species:S:1:pos:R:3:mulliken_spin:R:1
Re 0.300 -0.947 -0.235 -0.19
Cl -5.570 -0.433 -3.535 0.10
C -4.034 -0.911 -3.070 0.25
C -3.388 -1.993 -3.767 0.01
Cl -4.195 -2.749 -5.053 0.01
C -2.135 -2.413 -3.399 0.06
Cl -1.300 -3.673 -4.167 0.02
C -1.503 -1.747 -2.312 0.17
O -0.348 -2.050 -1.854 0.20
C -2.154 -0.667 -1.635 0.15
O -1.424 -0.163 -0.634 0.01
C -3.404 -0.239 -1.996 -0.04
Cl -4.150 1.046 -1.167 -0.01
N 1.432 0.691 -0.999 0.00
C 2.044 1.365 0.161 -0.01
C 3.186 2.102 0.104 0.00
C 3.623 2.782 1.266 0.00
C 2.895 2.748 2.419 0.00
C 1.716 1.963 2.500 0.00
C 0.872 1.879 3.630 0.00
C -0.246 1.086 3.599 0.00
C -0.499 0.294 2.476 -0.01
N 0.292 0.322 1.414 0.00
C 1.345 1.211 1.376 0.00
H 0.816 1.351 -1.479 0.00
H 2.141 0.433 -1.685 0.00
H 3.746 2.201 -0.818 0.00
H 4.532 3.366 1.216 0.00
H 3.209 3.319 3.283 0.00
H 1.104 2.462 4.513 0.00
H -0.917 1.030 4.443 0.00
H -1.328 -0.401 2.447 0.00
O -0.536 -2.644 0.912 0.00
H 0.144 -3.058 1.467 0.00
H -0.994 -3.381 0.475 0.00
O 1.835 -1.764 0.011 0.10
O 2.895 -2.417 0.089 0.18
```

total charge = +2
calculated total energy = -2981.71294 Ha
ΔE to the lowest compared entry with this formula, charge and spin = 0.490 eV
LUMO level (spin up / spin down) = -7.81 / -9.14 eV
multiplicity = 2